(1)
{"formula": "C46H39Cl3N10O9STi", "method": "ωB97M-V with the def2-TZVPD basis set", "molar_mass_g_mol": 1062.2, "total_charge": 2, "orbital_gap_ha": 0.18445, "species": ["C", "H", "C", "C", "H", "C", "H", "H", "C", "C", "C", "C", "C", "H", "H", "H", "C", "C", "C", "C", "H", "O", "Ti", "C", "H", "N", "C", "H", "C", "H", "H", "C", "C", "C", "C", "S", "H", "C", "H", "O", "H", "C", "H", "C", "C", "N", "C", "H", "H", "C", "C", "N", "H", "C", "C", "Cl", "H", "C", "H", "N", "H", "C", "O", "H", "C", "O", "H", "C", "H", "H", "H", "O", "Cl", "C", "N", "C", "N", "N", "C", "H", "H", "H", "O", "C", "C", "H", "N", "O", "N", "C", "H", "H", "Cl", "O", "N", "H", "C", "C", "C", "O", "H", "C", "H", "H", "C", "C", "C", "H", "H"], "coordinates": [[-1.202, 4.766, 2.232], [-0.076, 9.196, 0.250], [4.930, 1.223, -0.321], [0.902, -0.556, -2.763], [0.400, -7.174, 5.202], [2.114, -2.842, 3.653], [0.289, -5.605, -8.130], [2.741, 5.082, -2.037], [-2.355, -7.930, 3.391], [-1.164, 13.809, 1.241], [-1.235, 8.873, 2.030], [-0.786, -8.928, 5.444], [-0.343, -2.032, 0.960], [3.722, -1.546, 4.235], [-0.192, -9.340, 6.247], [-1.234, -1.379, -5.593], [-0.264, 2.710, 1.465], [-1.254, -3.106, 1.003], [-2.379, -3.028, 0.166], [-1.584, -0.925, -0.646], [-3.117, -3.820, 0.165], [-0.477, 3.013, -4.940], [1.070, 0.525, 0.206], [-1.128, 3.355, 2.303], [-1.689, -0.060, -1.284], [-1.139, 7.470, 2.101], [-1.987, 9.467, 3.047], [1.658, -4.009, -5.884], [0.195, 1.505, -2.743], [-4.189, -11.028, 5.395], [-3.423, -1.824, -1.270], [1.376, -1.904, -2.354], [1.026, -2.992, 2.775], [3.813, 0.465, -1.089], [-0.872, -5.929, 3.233], [-0.228, -3.008, -6.877], [-2.990, -7.570, 2.589], [-0.806, 11.029, 1.062], [-3.561, -9.678, 3.616], [3.898, 0.229, -2.257], [-0.553, -2.642, -4.553], [-0.956, -4.147, 1.925], [-2.435, 8.837, 3.803], [-3.261, -11.582, 5.241], [-2.554, -1.928, -0.637], [-1.595, -5.323, 2.233], [-0.648, 9.658, 1.040], [-2.432, -5.695, 1.820], [0.178, -4.988, -5.711], [-1.555, 11.621, 2.088], [0.455, 4.816, 0.463], [0.684, -0.215, -4.044], [2.321, -3.624, 4.371], [0.873, -1.110, -5.202], [-0.434, 5.489, 1.351], [4.317, 2.190, 1.040], [2.675, 2.632, -1.793], [-0.463, -7.728, 4.860], [-2.726, 11.320, 3.853], [-0.496, -0.987, 0.112], [0.562, -2.631, -2.403], [0.510, 3.419, 0.542], [2.808, 0.050, -0.333], [1.713, -4.578, -8.349], [-1.905, -9.645, 5.005], [0.501, -2.226, -7.838], [1.275, 6.505, -0.586], [1.286, 5.428, -0.495], [-1.877, 5.298, 2.888], [-0.138, 2.458, -2.375], [1.809, -6.024, -7.335], [-1.556, -3.482, -7.135], [5.979, -0.058, 0.308], [0.778, -4.395, -6.403], [1.289, 2.643, -0.263], [2.064, 3.256, -1.151], [1.548, -0.854, 1.796], [0.177, -5.206, 3.577], [2.090, 4.646, -1.293], [-0.356, 11.629, 0.287], [3.167, 0.170, 2.533], [1.034, -0.492, -6.077], [-0.247, 1.303, -6.247], [0.778, -1.969, 1.858], [-2.149, 10.832, 3.080], [-3.252, -12.461, 5.876], [-0.455, 6.914, 1.219], [-2.136, -10.803, 5.640], [0.622, 0.468, -1.947], [-1.246, -7.208, 3.822], [-1.738, 2.809, 3.009], [1.784, -1.678, -5.022], [5.791, 2.276, -1.424], [-1.765, 12.941, 2.198], [-0.180, 1.864, -5.177], [-0.078, 13.696, 1.240], [2.568, -0.727, 2.627], [-2.694, -9.142, 3.970], [2.879, -1.705, 3.578], [-0.061, 1.370, 1.365], [-1.425, 14.814, 1.553], [0.132, -4.108, 2.777], [-3.171, -11.884, 4.196], [1.768, -1.887, -1.343], [0.218, 1.081, -4.027], [1.170, -5.197, -7.638], [-0.348, -1.989, -5.403], [-1.561, 13.620, 0.242], [2.182, -2.241, -3.005]], "forces_ev_per_angstrom": [[-0.017, -0.191, 0.027], [0.002, -0.033, 0.009], [0.155, -0.052, -0.042], [0.201, -0.070, -0.078], [-0.001, 0.024, -0.019], [-0.011, 0.023, -0.044], [-0.005, 0.009, -0.002], [0.005, 0.011, 0.003], [-0.025, -0.036, 0.015], [-0.026, -0.009, 0.009], [0.014, -0.491, 0.086], [-0.013, 0.057, -0.050], [0.027, -0.033, 0.115], [-0.003, -0.010, 0.010], [0.000, -0.009, 0.004], [0.015, 0.003, -0.015], [0.082, -0.237, -0.142], [0.005, -0.023, 0.056], [-0.028, 0.012, -0.037], [0.028, -0.047, 0.005], [-0.002, -0.003, 0.006], [0.146, 0.070, -0.028], [-0.584, -0.209, -0.453], [0.096, 0.241, -0.004], [-0.027, -0.003, -0.009], [0.002, 0.337, -0.087], [-0.024, 0.172, 0.005], [0.000, 0.040, -0.031], [-0.202, -0.158, -0.027], [-0.007, -0.014, -0.009], [-0.011, -0.016, 0.006], [-0.006, -0.012, 0.010], [0.043, 0.023, 0.080], [-0.166, -0.052, -0.033], [-0.102, -0.132, 0.001], [0.059, 0.016, -0.080], [0.011, 0.024, -0.008], [0.005, -0.119, 0.017], [0.001, -0.004, 0.000], [-0.007, 0.064, -0.051], [-0.006, -0.018, -0.017], [-0.038, 0.043, -0.030], [0.003, -0.017, 0.001], [0.034, 0.017, 0.020], [0.058, 0.043, -0.002], [0.122, 0.061, 0.042], [-0.007, 0.163, -0.045], [-0.010, 0.010, -0.007], [0.009, 0.025, 0.021], [-0.065, 0.197, 0.021], [0.020, -0.011, -0.042], [-0.128, -0.056, 0.161], [0.001, 0.000, 0.008], [0.135, 0.106, -0.077], [0.059, 0.503, -0.077], [-0.077, -0.043, 0.002], [-0.003, 0.021, -0.014], [-0.006, -0.064, 0.041], [0.002, 0.009, 0.005], [0.041, -0.110, -0.023], [0.004, 0.001, -0.011], [-0.021, 0.135, -0.002], [-0.027, 0.627, 0.432], [0.007, 0.011, 0.012], [-0.007, -0.086, 0.059], [-0.059, 0.006, 0.003], [0.007, 0.006, -0.014], [-0.075, 0.020, 0.077], [0.011, 0.019, -0.012], [0.015, 0.000, 0.002], [-0.004, -0.009, -0.021], [-0.005, 0.022, -0.045], [0.031, -0.009, 0.006], [0.039, -0.060, 0.094], [0.328, -0.230, 0.111], [0.050, 0.116, -0.042], [-0.067, -0.064, -0.217], [-0.030, 0.060, -0.058], [0.007, -0.149, 0.008], [0.005, 0.023, 0.006], [0.008, -0.012, 0.004], [0.015, -0.075, 0.003], [0.079, 0.019, -0.090], [-0.104, -0.041, 0.008], [0.033, -0.125, -0.026], [-0.008, 0.000, -0.006], [-0.047, -0.401, 0.089], [-0.019, 0.024, -0.040], [0.068, 0.195, 0.231], [0.033, 0.076, -0.029], [0.005, -0.036, -0.006], [-0.027, -0.049, 0.028], [0.031, -0.027, 0.014], [0.057, -0.105, -0.018], [-0.378, -0.130, 0.137], [-0.003, 0.016, 0.006], [0.050, -0.045, 0.032], [0.063, 0.042, 0.023], [0.002, 0.055, -0.034], [0.068, -0.020, -0.001], [0.006, 0.003, -0.017], [0.044, -0.013, 0.015], [-0.016, -0.006, 0.003], [-0.009, 0.014, 0.003], [0.148, 0.173, 0.006], [-0.013, -0.032, -0.018], [-0.078, 0.005, 0.097], [0.006, 0.008, 0.002], [0.004, 0.007, -0.005]], "mulliken_charge": [-0.617, 0.376, 1.118, 0.459, 0.484, -0.548, 0.362, 0.530, -0.726, -0.841, 0.101, -0.676, -0.033, 0.479, 0.439, 0.358, 0.924, 0.623, -0.761, -0.439, 0.509, -0.621, -0.263, -1.219, 0.584, -0.327, -0.190, 0.271, -1.514, 0.348, 0.536, -2.079, 0.125, -0.449, 0.345, 1.276, 0.207, -0.794, 0.421, -0.481, 0.312, -0.219, 0.438, -0.840, -1.401, -0.101, -0.236, 0.188, 0.374, 0.790, 0.587, 0.499, 0.635, -1.385, -0.089, -0.072, 0.719, -0.485, 0.431, 0.890, 0.349, -0.109, -0.643, 0.368, 0.937, -0.645, 0.575, -0.346, 0.543, 0.913, 0.383, -0.672, -0.096, -0.287, 0.763, -0.351, 0.354, -0.853, -1.722, 0.406, 0.452, 0.622, -0.613, 0.421, -0.738, 0.246, 0.139, -0.452, 2.259, 0.440, 0.564, 0.291, -0.072, -0.418, 1.138, 0.352, -0.008, -0.737, -1.213, -0.338, 0.236, 0.943, 0.347, 0.066, -0.393, -1.327, -0.392, 0.353, 0.631]}



(2)
{"formula": "C46H40AsMgNO6P2S", "method": "ωB97M-V with the def2-TZVPD basis set", "molar_mass_g_mol": 896.1, "total_charge": 0, "orbital_gap_ha": 0.25330, "species": ["H", "C", "H", "H", "O", "H", "C", "H", "C", "C", "C", "C", "H", "S", "C", "C", "C", "C", "C", "H", "C", "H", "H", "C", "H", "O", "C", "H", "C", "C", "O", "C", "C", "H", "C", "As", "C", "C", "C", "C", "C", "H", "H", "H", "C", "C", "C", "P", "O", "C", "H", "C", "H", "H", "C", "H", "O", "C", "H", "O", "C", "C", "H", "H", "C", "C", "H", "H", "H", "H", "C", "H", "H", "H", "C", "C", "C", "C", "C", "H", "H", "P", "H", "Mg", "C", "C", "H", "H", "H", "H", "C", "C", "H", "H", "C", "H", "N", "H"], "coordinates": [[5.119, 2.341, -3.125], [1.748, 0.005, 2.326], [0.085, 2.628, -3.282], [0.079, -5.872, 2.339], [-2.033, -0.663, -0.662], [1.363, 0.533, 4.373], [3.305, 1.180, 3.758], [1.447, 4.103, -1.804], [-1.414, -0.087, -6.762], [2.078, 0.570, 3.559], [-1.145, 2.326, -1.537], [0.376, -0.176, -4.941], [0.635, -5.544, -1.225], [2.335, -0.532, -0.365], [-1.981, 2.869, -3.737], [-0.431, -5.691, -1.062], [1.401, -2.660, 4.023], [-1.714, -1.029, 4.100], [1.745, 2.063, -1.219], [4.615, 0.797, 0.661], [4.185, 2.264, -2.584], [-0.678, -4.278, -3.759], [-0.598, -6.005, -0.035], [-1.890, -0.475, -4.282], [2.240, -3.961, 5.501], [-0.486, -0.204, -7.583], [2.662, 1.012, -1.245], [-3.110, -3.019, -0.003], [3.315, 3.347, -2.536], [-0.916, 2.630, -2.878], [-3.392, -1.669, -2.137], [1.548, 4.562, 2.420], [-2.875, -4.037, -0.303], [0.594, 6.277, 3.298], [-0.953, -0.232, 3.250], [-1.304, -4.006, -1.398], [-1.133, 1.152, 3.271], [0.496, 5.451, 2.604], [-1.637, -4.102, -3.277], [-1.453, -0.600, -2.982], [1.662, -3.899, 4.588], [-2.660, 1.940, -0.058], [2.250, 2.826, 1.394], [1.784, -1.769, 4.507], [-2.037, 1.730, 4.149], [-0.679, 5.276, 1.887], [-2.625, -0.448, 4.975], [0.212, -0.971, 2.053], [-2.634, 0.122, -6.892], [0.190, -3.728, 2.246], [-4.110, 3.000, -3.939], [-3.283, 2.826, -3.263], [4.520, 0.225, -1.940], [-2.157, 2.807, 4.161], [0.660, -2.562, 2.845], [-0.556, 1.787, 2.612], [3.416, -1.483, -0.707], [0.446, -4.970, 2.815], [-0.804, -6.455, -1.741], [-0.193, -2.840, -0.927], [-2.783, 0.930, 5.006], [3.863, 1.088, -1.926], [-3.486, 1.380, 5.695], [1.388, -6.024, 4.428], [-0.967, -0.238, -5.290], [1.420, 3.510, 1.527], [-1.791, 3.053, -4.787], [-2.680, -4.682, 0.549], [3.544, 1.597, 4.729], [-0.363, -3.652, 1.324], [0.243, 3.332, 0.793], [3.571, 4.270, -3.042], [-1.597, -2.105, 4.085], [-1.730, 4.112, 0.430], [1.182, -5.057, 3.985], [-0.809, 4.222, 0.988], [3.912, 0.731, 1.482], [2.113, 3.250, -1.851], [-2.463, 2.253, -1.077], [1.107, -0.045, -5.729], [-1.504, 5.965, 2.019], [0.146, 1.862, -0.321], [1.784, -0.254, -3.328], [-0.177, -0.963, -0.610], [-3.523, 2.520, -1.929], [-2.403, -0.999, -1.855], [-3.699, -4.425, -0.900], [-4.539, 2.457, -1.559], [-2.942, -0.549, -4.525], [-2.106, -3.197, -3.654], [4.232, 1.246, 2.723], [0.741, -0.296, -3.615], [5.197, 1.712, 2.881], [2.473, 4.690, 2.972], [2.672, 0.132, 1.287], [-3.210, -1.076, 5.634], [-0.151, -0.480, -2.628], [-2.298, -4.954, -3.434]], "forces_ev_per_angstrom": [[-0.027, -0.005, -0.007], [-0.012, -0.020, -0.130], [0.085, 0.023, -0.005], [0.002, 0.027, 0.012], [-0.851, -0.050, -0.373], [0.004, -0.011, -0.038], [0.031, -0.006, -0.025], [-0.028, -0.014, -0.033], [-0.024, -0.022, -0.079], [0.002, 0.060, 0.027], [0.022, 0.034, 0.049], [0.007, -0.013, -0.006], [0.017, -0.008, -0.023], [0.704, 0.230, 0.230], [0.063, -0.012, 0.037], [0.046, 0.029, 0.021], [0.019, 0.014, 0.048], [-0.022, -0.012, 0.023], [-0.011, -0.002, 0.143], [-0.018, -0.023, 0.022], [-0.010, 0.092, -0.015], [0.042, 0.005, -0.062], [0.015, -0.004, 0.035], [-0.131, 0.017, 0.053], [-0.021, 0.000, -0.041], [-0.224, 0.091, 0.062], [-0.121, -0.060, -0.026], [-0.007, 0.036, -0.005], [0.040, -0.026, -0.008], [-0.052, -0.001, 0.067], [0.120, 0.147, 0.025], [-0.022, -0.022, 0.001], [-0.119, 0.203, -0.216], [-0.006, -0.031, -0.024], [0.025, 0.028, -0.047], [0.587, -0.360, 0.176], [-0.020, -0.024, 0.007], [-0.034, -0.013, -0.019], [-0.167, 0.261, 0.015], [0.193, -0.103, 0.275], [-0.010, 0.001, -0.014], [-0.025, -0.004, -0.004], [0.004, 0.021, -0.012], [-0.027, -0.056, -0.032], [-0.020, -0.028, 0.011], [0.008, -0.056, -0.004], [0.005, 0.004, -0.031], [0.198, -0.052, 0.329], [0.195, 0.009, -0.106], [0.041, -0.045, 0.110], [0.023, -0.021, 0.011], [-0.015, 0.007, 0.025], [-0.030, 0.027, 0.008], [0.012, -0.029, -0.012], [-0.064, -0.017, -0.023], [0.032, 0.021, 0.006], [-0.213, 0.196, 0.008], [0.019, 0.023, 0.003], [-0.032, -0.026, 0.005], [-0.184, -0.820, -0.089], [0.010, -0.004, -0.019], [0.047, -0.035, -0.052], [0.010, -0.010, -0.024], [-0.003, 0.030, -0.015], [0.124, -0.019, -0.005], [-0.041, -0.005, 0.015], [-0.010, 0.002, 0.024], [-0.003, -0.016, 0.074], [-0.013, 0.011, -0.032], [-0.036, 0.027, -0.108], [0.150, -0.128, 0.035], [-0.002, -0.020, 0.030], [0.009, 0.008, 0.026], [0.046, 0.002, 0.005], [0.008, 0.040, 0.022], [-0.025, 0.048, -0.017], [-0.021, -0.027, -0.016], [-0.022, -0.035, 0.000], [0.063, -0.015, 0.005], [-0.009, -0.012, 0.027], [0.026, -0.015, -0.010], [0.070, 0.492, -0.478], [0.010, 0.007, 0.040], [0.253, -0.030, 0.462], [0.007, 0.007, -0.033], [-0.281, 0.186, 0.120], [-0.031, -0.008, 0.056], [0.029, -0.017, -0.003], [0.042, -0.027, -0.004], [0.006, -0.004, 0.037], [-0.002, 0.032, 0.097], [-0.183, 0.021, 0.156], [-0.029, -0.014, 0.003], [-0.034, -0.018, -0.025], [-0.012, -0.153, 0.026], [0.020, 0.008, -0.014], [-0.196, 0.090, -0.694], [0.009, -0.013, -0.039]], "mulliken_charge": [0.459, 0.177, 0.311, 0.360, -0.980, 0.595, -1.087, 0.614, 0.342, -0.322, 1.273, -1.310, 0.389, 1.038, -0.745, -1.162, -0.250, -1.052, 0.005, 0.518, -0.820, 0.368, 0.241, -0.628, 0.426, -0.729, -0.725, 0.245, -0.834, -1.021, -0.696, -0.797, -1.059, 0.394, 0.168, 0.830, 0.499, -0.721, -1.128, 1.193, -0.789, 0.423, 0.371, 0.343, -0.804, -0.706, -0.717, 1.715, -0.717, 0.342, 0.420, -0.835, 0.583, 0.516, -0.064, 0.162, -0.862, -0.587, 0.483, -1.234, -0.690, -0.519, 0.399, 0.395, 0.334, -0.236, 0.435, 0.416, 0.423, -0.261, 0.266, 0.446, 0.458, 0.437, -0.734, -0.614, -0.461, -0.115, -0.581, 0.580, 0.448, 1.214, 0.414, 4.619, -0.745, -0.915, 0.455, 0.406, 0.587, 0.272, -0.732, -0.405, 0.445, 0.457, -0.515, 0.427, 0.267, 0.503]}